Molecular formula: C14H19ClMnO
Method: DFT, ωB97M-V/def2-TZVPD

Geometry as XYZ:
```
36
Properties=species:S:1:pos:R:3:forces:R:3:mulliken_charge:R:1
C -2.16703 -0.93586 -0.01415 -1.3050 0.4146 -0.8934 -0.56
C -1.55265 -1.12685 -1.30261 -1.5423 0.1982 -0.6274 -0.43
C -1.30953 0.17264 -1.86812 -2.0052 -0.2075 -0.5376 -0.71
H -1.38694 -2.09805 -1.80261 0.1262 0.7522 0.5165 0.23
C -1.76727 1.15542 -0.92917 -0.8256 -0.0304 -0.4211 -0.45
C -2.28631 0.46706 0.21947 -1.1262 -0.3635 -0.9376 -0.20
H -2.81304 0.93075 1.06202 0.6864 -0.2465 -0.2789 0.44
H -2.56094 -1.73240 0.62347 0.6139 0.4575 -0.1540 0.43
H -0.97389 0.36517 -2.89887 0.0798 -0.0847 0.8573 0.53
H -1.80535 2.24735 -1.10363 0.2888 -0.8164 0.2446 0.28
Mn -0.06515 -0.12241 -0.06996 1.7416 -0.1686 3.5094 0.46
Cl 0.20190 -2.23538 1.31554 0.2262 -2.5920 -0.0401 -0.58
C 2.25803 0.11215 0.33198 0.8820 -0.0383 -1.1815 -0.31
C 1.87474 1.35656 -0.27831 0.8587 -0.5114 -0.0369 -0.30
C 1.41196 1.07488 -1.59038 0.8353 -0.1467 -0.6675 -0.42
H 2.03017 2.35408 0.16430 -0.4046 -0.6553 -0.2058 0.34
C 1.49969 -0.35149 -1.80714 1.2214 0.5534 -0.4720 -0.75
C 2.03698 -0.94234 -0.63216 1.2239 0.9165 -0.0079 -0.60
H 2.30625 -1.99886 -0.49975 -0.4829 0.7103 0.0419 0.41
H 2.74985 -0.01296 1.30458 -0.7046 0.0392 -0.4663 0.37
H 1.10822 1.82394 -2.34979 -0.0115 -0.6270 0.7246 0.35
H 1.28466 -0.88855 -2.75365 -0.0647 0.4684 0.8596 0.42
C -0.48161 1.41757 3.84917 -0.0690 0.5505 1.8896 -1.88
C -0.00117 0.02528 3.40657 -0.5733 1.9192 0.4964 1.34
C 1.40413 -0.20263 3.94857 0.9054 0.1462 0.6072 -1.62
C -0.94440 -0.99027 4.06558 -0.4411 -0.6616 0.5444 -1.62
O -0.06896 0.23177 2.10118 0.0543 0.0935 -2.1474 -0.25
H -0.48404 1.52534 4.96057 -0.1203 0.2726 -0.0576 0.41
H -1.49814 1.57731 3.47047 0.1800 -0.0806 0.0675 0.27
H 0.17593 2.17842 3.41482 -0.0695 -0.1632 0.0683 0.34
H 1.44983 -0.12642 5.06130 -0.0940 -0.0815 -0.4659 0.41
H 1.78591 -1.18109 3.65512 -0.0619 -0.0771 -0.1073 0.30
H 2.08526 0.56343 3.54063 -0.2190 -0.1723 0.0514 0.28
H -1.95709 -0.88148 3.66785 0.0156 0.0386 -0.1409 0.29
H -0.63536 -2.02580 3.89879 0.0244 0.1263 -0.1383 0.35
H -1.01314 -0.83618 5.16980 0.1567 0.0673 -0.4933 0.41
```
Positions in Å, forces in eV/Å.

Computed properties:
2S+1 ... 6
HOMO-LUMO gap (alpha / beta) ... 5.068 / 5.011 eV
⟨S²⟩ ... 8.76
Calculated total energy ... -60713.9381 eV
Net charge ... -2
Largest force on an atom ... 3.92 eV/Å

Molecular formula: C14H19ClN2O2
Method: DFT, ωB97M-V/def2-TZVPD

Geometry as XYZ:
```
38
Properties=species:S:1:pos:R:3:forces:R:3:mulliken_charge:R:1
C 0.24942 0.11453 5.11306 -0.0958 -0.1002 -0.3870 -1.17
C -0.70548 -0.05354 3.94068 -0.2387 -0.0715 0.5305 -0.37
H -1.39497 -0.88264 4.12962 0.0504 0.1927 -0.0639 0.34
H -1.26734 0.86467 3.75478 0.0497 -0.1344 -0.0156 0.35
O 0.00319 -0.30967 2.72627 0.1234 0.3254 -0.1600 -0.17
C 0.36522 -1.57285 2.48876 0.2461 -0.5145 -0.1524 0.03
O 0.09271 -2.48885 3.22219 -0.0683 -0.0214 0.1146 -0.63
C 1.12345 -1.76058 1.18685 0.0539 -0.0840 -0.0333 0.62
C 0.13315 -1.92127 0.02337 -0.1518 0.1253 0.1269 -1.29
C -0.45550 -0.58030 -0.39469 -0.0973 -0.2760 -0.1288 -0.54
N 0.61287 0.31357 -0.80598 -0.0036 0.1150 0.0095 0.13
C 0.09799 1.50974 -1.44321 0.1289 0.0203 0.0393 -1.03
C -0.50576 1.19503 -2.78239 -0.1983 0.0702 -0.1400 0.65
C 0.08395 0.25522 -3.62218 0.0075 0.2332 0.3456 -0.25
N -0.38886 -0.05710 -4.81428 -0.1489 -0.1610 -0.5308 -0.59
C -1.47454 0.55817 -5.23292 0.1547 0.1294 0.4524 0.21
C -2.15750 1.51515 -4.49398 0.0821 -0.0794 -0.0623 -0.46
C -1.65465 1.82923 -3.24359 0.2175 -0.1804 -0.0463 -0.47
H -2.15453 2.56483 -2.62914 -0.0491 0.0524 0.0726 0.40
H -3.04439 1.98576 -4.88524 -0.0743 0.0225 -0.0511 0.41
Cl -2.04293 0.11378 -6.79557 -0.2297 -0.0522 -0.3979 -0.19
H 0.97350 -0.27354 -3.31176 0.0795 -0.0149 0.1195 0.47
H -0.64560 2.03283 -0.81295 0.0771 -0.0014 -0.0448 0.35
H 0.93938 2.19485 -1.59808 -0.0693 0.0011 0.1177 0.39
C 1.46976 0.61878 0.32539 0.2662 0.0772 0.0575 -0.57
C 2.12739 -0.65461 0.85124 -0.1629 0.1639 0.1199 -1.19
H 2.72872 -0.41269 1.72910 0.0810 -0.0090 -0.0117 0.42
H 2.79264 -1.03877 0.07576 0.0470 -0.0016 0.0183 0.40
H 2.25312 1.30339 -0.01299 -0.0523 0.0009 0.0310 0.47
H 0.90727 1.11248 1.13385 0.0895 0.0302 -0.1291 0.27
H -1.12687 -0.73066 -1.24412 -0.0111 0.0004 0.0996 0.55
H -1.04160 -0.14635 0.43482 -0.0177 0.0171 -0.1204 0.19
H -0.66505 -2.61054 0.30337 0.0110 -0.0597 -0.0330 0.42
H 0.66961 -2.34168 -0.82846 -0.0165 -0.0452 -0.0239 0.43
H 1.66096 -2.70679 1.31228 -0.1224 0.1499 0.0641 0.41
H -0.31228 0.36698 6.00773 -0.0403 0.0383 0.1213 0.41
H 0.78850 -0.81363 5.28599 0.0328 -0.0451 0.0615 0.31
H 0.96504 0.90707 4.90645 0.0499 0.0865 0.0303 0.29
```
Positions in Å, forces in eV/Å.

Computed properties:
HOMO-LUMO gap ... 9.602 eV
Calculated total energy ... -34424.5498 eV
Structure (SMILES) ... CCOC(=O)C1CCN(Cc2ccc(Cl)nc2)CC1
Largest force on an atom ... 0.59 eV/Å
Energy relative to the best compared isomer or geometry (same formula, charge and spin) ... 75.7 kJ/mol

Molecular formula: C14H19ClN2O4S3
Method: DFT, ωB97M-V/def2-TZVPD

Geometry as XYZ:
```
43
Properties=species:S:1:pos:R:3:forces:R:3:mulliken_charge:R:1
Cl -2.24338 -4.03785 1.63988 -0.0345 2.5234 0.3348 -0.20
C -2.11942 -2.21843 1.89450 -1.0253 2.8349 0.3397 0.25
C -3.38053 -1.30965 2.01451 3.4927 -0.0633 0.1010 -0.42
C -3.29512 0.23860 2.25992 4.7752 -0.8518 -0.2379 -0.35
C -1.88331 0.89390 2.34498 -2.1310 -3.5396 -0.5308 -0.60
C -0.65186 -0.05502 2.17566 1.8517 -0.5335 -0.0710 0.60
N 0.73206 0.38800 2.19523 -2.6261 -3.8423 -0.4723 -0.56
S 1.69011 -1.02628 1.97731 -2.8616 0.4082 0.3294 0.26
N 0.58350 -2.35307 1.86228 -2.8373 5.7716 0.5081 -0.46
C -0.67413 -1.61605 1.96896 -1.4947 -0.0488 0.0635 0.41
H -4.41340 -1.77965 1.92597 1.7260 0.5744 0.1438 0.34
H -4.23586 0.87826 2.35247 1.5748 -1.1466 -0.2149 0.32
H -1.71464 2.02157 2.50571 -0.3167 -2.2020 -0.3190 0.40
C 2.98681 -3.28484 -1.54783 0.0086 0.1486 -0.0223 -0.49
C 4.35847 -3.70571 -2.07962 -0.0112 0.0325 -0.2455 -0.67
C 5.17738 -4.20876 -0.88931 0.4474 0.1986 -0.4044 -0.63
S 3.99690 -4.83736 0.29964 -0.2450 -0.3170 -0.0277 1.15
O 4.04523 -4.00555 1.47984 0.0691 -0.2579 -0.0548 -0.62
O 4.10758 -6.27710 0.36564 0.0756 0.3568 0.3122 -0.69
C 2.53503 -4.41336 -0.63063 -0.4030 0.1998 -0.2277 -0.58
H 2.27284 -3.11534 -2.35661 0.0463 0.0022 0.0998 0.35
H 3.08105 -2.35397 -0.97860 -0.0657 -0.0694 -0.0289 0.22
H 4.23429 -4.51300 -2.80900 0.0012 0.0677 0.0761 0.30
H 4.86571 -2.88152 -2.58668 -0.0237 -0.1020 0.0459 0.33
H 5.85958 -5.00885 -1.17912 -0.0669 0.0329 0.2339 0.35
H 5.73461 -3.39824 -0.41598 -0.0998 -0.1242 0.0802 0.36
H 1.73341 -4.12090 0.04829 0.1199 -0.1121 0.1116 0.30
H 2.23885 -5.29349 -1.20600 0.0724 0.0196 0.1098 0.32
C -2.94660 5.50509 -1.73542 -0.1389 0.1187 0.0089 -0.56
C -2.01392 5.98776 -0.62291 0.1115 0.2202 -0.0881 -0.67
C -2.00569 4.91425 0.46696 0.1301 0.5083 0.3228 -0.62
S -2.35089 3.36323 -0.35610 0.2548 -0.1950 -0.2245 1.15
O -3.62698 2.86950 0.10959 0.2883 -0.0737 0.0280 -0.64
O -1.15898 2.54598 -0.35103 -0.4484 -0.0314 0.1598 -0.66
C -2.57125 4.05070 -1.98744 -0.1419 0.2393 -0.4281 -0.74
H -2.84460 6.10812 -2.64013 -0.0296 -0.0680 0.0787 0.35
H -3.98682 5.57108 -1.39989 0.0709 -0.0314 -0.0706 0.28
H -1.00287 6.11314 -1.02417 -0.0959 -0.0244 0.0361 0.31
H -2.32915 6.95382 -0.22195 0.0562 -0.1046 -0.0213 0.32
H -1.03642 4.85226 0.96351 -0.1485 -0.1855 0.0018 0.37
H -2.79134 5.08726 1.20488 0.0333 -0.1454 -0.0846 0.38
H -3.33992 3.49541 -2.52458 0.0989 -0.1158 0.1470 0.40
H -1.61635 3.97605 -2.51272 -0.0596 -0.0721 0.1014 0.34
```
Positions in Å, forces in eV/Å.

Computed properties:
HOMO-LUMO gap ... 7.204 eV
Calculated total energy ... -71018.9620 eV
Largest force on an atom ... 6.45 eV/Å